Molecular formula: C38H61F32O16P3
Method: DFT, ωB97M-V with the def2-TZVPD basis set

ORCA input file:
```
! RIJCOSX wB97M-V def2-TZVPD def2/J DEFGRID3
* xyz 0 1
C 1.81 -6.57 -2.55
C 1.04 -7.45 -3.54
O -0.08 -6.75 -4.08
P -1.48 -6.76 -3.32
O -1.34 -6.74 -1.86
O -2.20 -8.04 -3.97
C -3.41 -7.96 -4.71
C -4.01 -9.36 -4.73
O -2.27 -5.56 -4.00
C -1.80 -4.22 -3.80
C -2.94 -3.22 -3.92
H 1.39 -6.72 -1.55
H 2.88 -6.78 -2.57
H 1.57 -5.51 -2.64
H 1.68 -7.86 -4.32
H 0.74 -8.35 -2.99
H -4.11 -7.22 -4.31
H -3.16 -7.73 -5.75
H -3.33 -10.09 -5.17
H -4.37 -9.61 -3.74
H -4.90 -9.30 -5.36
H -1.35 -3.98 -2.83
H -0.95 -4.07 -4.47
H -3.57 -3.36 -4.80
H -3.69 -3.46 -3.16
H -2.66 -2.20 -3.70
C 8.39 -3.24 6.04
C 6.90 -2.99 6.23
O 5.89 -3.97 6.03
P 4.50 -3.97 6.81
O 3.80 -5.25 6.52
O 4.88 -3.63 8.28
C 5.41 -4.60 9.22
C 6.58 -4.00 9.92
O 3.86 -2.62 6.21
C 3.18 -2.59 4.97
C 3.79 -1.49 4.09
H 8.84 -3.94 6.74
H 8.77 -3.56 5.06
H 8.95 -2.31 6.01
H 6.80 -2.54 7.22
H 6.55 -2.16 5.60
H 4.57 -4.71 9.91
H 5.71 -5.54 8.77
H 6.78 -4.53 10.86
H 7.52 -3.99 9.37
H 6.49 -2.94 10.16
H 3.15 -3.51 4.39
H 2.14 -2.33 5.20
H 4.11 -0.61 4.64
H 4.63 -1.89 3.52
H 3.03 -1.09 3.42
C -6.84 6.12 -0.92
C -5.47 6.05 -0.24
O -4.58 5.55 -1.26
P -3.04 5.28 -0.85
O -2.75 3.89 -0.46
O -2.19 5.86 -2.07
C -1.24 5.02 -2.76
C -1.21 5.30 -4.23
O -2.71 6.28 0.37
C -2.51 5.76 1.70
C -3.02 6.76 2.72
H -7.66 6.05 -0.21
H -6.93 7.08 -1.42
H -6.91 5.30 -1.63
H -5.22 7.05 0.10
H -5.41 5.38 0.62
H -0.34 5.37 -2.25
H -1.29 3.93 -2.64
H -2.19 5.12 -4.66
H -0.99 6.35 -4.47
H -0.46 4.67 -4.71
H -3.15 4.88 1.67
H -1.55 5.27 1.87
H -3.18 6.27 3.68
H -2.29 7.56 2.86
H -4.02 7.11 2.47
C -1.66 1.16 0.17
C -1.46 0.86 -1.27
C -0.90 -0.53 -1.66
F -1.56 -1.52 -1.04
F -0.91 -0.79 -3.01
F -2.63 1.06 -1.93
F -0.61 1.76 -1.87
O -0.44 0.84 0.84
C -0.05 1.48 2.01
C 1.34 1.01 2.52
F 2.20 1.05 1.46
F 1.82 1.85 3.44
F -0.01 2.81 1.87
F -0.97 1.33 3.01
H -2.41 0.44 0.53
H -2.00 2.18 0.35
H 0.17 -0.59 -1.45
H 1.34 -0.02 2.85
C 0.60 -1.37 -7.75
C -0.09 -0.69 -6.51
C -1.61 -0.75 -6.56
F -2.19 -0.33 -7.72
F -2.00 -2.06 -6.44
F 0.39 -1.30 -5.39
F 0.31 0.59 -6.41
O 2.00 -1.23 -7.67
C 2.58 -0.28 -8.52
C 3.95 0.08 -7.96
F 4.70 -1.00 -7.75
F 4.67 0.94 -8.74
F 2.78 -0.92 -9.70
F 1.85 0.81 -8.73
H 0.12 -1.02 -8.67
H 0.28 -2.41 -7.77
H -2.11 -0.20 -5.76
H 3.80 0.69 -7.07
C 3.10 1.94 8.73
C 2.60 1.99 7.29
C 1.08 1.74 7.17
F 0.46 2.55 8.09
F 0.48 1.94 5.99
F 2.86 3.21 6.75
F 3.33 1.10 6.57
O 4.51 1.96 8.87
C 5.10 0.73 9.30
C 6.55 1.15 9.55
F 7.24 0.28 10.32
F 7.12 1.34 8.35
F 4.45 0.44 10.47
F 4.86 -0.24 8.45
H 2.62 1.13 9.28
H 2.67 2.79 9.26
H 0.80 0.73 7.47
H 6.53 2.07 10.14
C -5.04 4.62 -4.83
C -6.36 5.38 -5.04
C -6.21 6.90 -4.85
F -5.25 7.24 -3.97
F -5.80 7.43 -6.05
F -6.82 5.01 -6.27
F -7.32 4.93 -4.19
O -5.26 3.21 -4.94
C -4.26 2.45 -4.36
C -4.79 1.03 -4.34
F -5.09 0.61 -5.60
F -3.93 0.16 -3.80
F -3.09 2.63 -5.01
F -4.01 2.87 -3.10
H -4.54 4.93 -3.92
H -4.43 5.04 -5.64
H -7.18 7.36 -4.67
H -5.75 1.06 -3.81
*
```

For the largest force on an atom, the calculation gives 3.44 eV/Å. For the energy above the lowest of the compared OMol25 structures with the same formula, charge and spin, the calculation gives 0.00 kJ/mol. As for the HOMO energy: -10.10 eV. Its energy is -6908.43620 Eh. For the orbital gap, the calculation gives 0.3882 Ha. The structure (SMILES) is FC(F)C(F)(F)COC(F)(F)C(F)F.FC(F)C(F)(F)COC(F)(F)C(F)F.FC(F)C(F)(F)COC(F)(F)C(F)F.FC(F)C(F)(F)COC(F)(F)C(F)F.CCOP(=O)(OCC)OCC.CCOP(=O)(OCC)OCC.CCOP(=O)(OCC)OCC.

=====

Molecular formula: C5H7P
Method: DFT, ωB97M-V with the def2-TZVPD basis set

ORCA input file:
```
! RIJCOSX wB97M-V def2-TZVPD def2/J DEFGRID3
* xyz 0 1
C -0.45 1.29 -0.12
C 0.60 2.06 -0.10
C -1.58 0.40 0.24
C -0.56 -0.73 -0.14
C 0.57 0.19 -0.74
P 2.25 0.06 0.04
H -1.91 0.42 1.38
H -2.43 0.50 -0.36
H -0.18 -1.19 0.81
H -0.98 -1.60 -0.71
H 0.66 0.06 -1.80
H 2.38 -1.35 0.01
H 1.62 -0.10 1.49
*
```

For the largest force on an atom, the calculation gives 3.28 eV/Å. For the energy above the lowest of the compared OMol25 structures with the same formula, charge and spin, the calculation gives 444.07 kJ/mol. As for the HOMO energy: -9.39 eV. Its energy is -535.84538 Eh. For the orbital gap, the calculation gives 0.3720 Ha.

=====

Molecular formula: C25H48B2BrCl6F5MgN3O14PSV
Method: DFT, ωB97M-V with the def2-TZVPD basis set

ORCA input file:
```
! RIJCOSX wB97M-V def2-TZVPD def2/J DEFGRID3
* xyz -1 1
C 3.96 -1.40 3.83
C 4.12 0.13 3.90
O 3.86 0.83 2.68
B 4.77 0.59 1.67
O 6.10 0.29 2.02
P 4.32 0.57 -0.22
O 5.85 1.44 -0.49
C 3.48 1.96 -1.14
C 2.37 2.70 -0.33
C 1.01 2.60 -1.07
C -0.22 2.88 -0.17
C -0.60 1.66 0.71
C -1.30 0.61 -0.21
C -1.77 -0.62 0.61
S -2.79 -1.78 -0.42
C -2.31 -1.28 -2.07
N -1.34 -1.70 -2.81
N -1.44 -0.94 -3.97
C -2.42 -0.13 -3.85
O -3.06 -0.30 -2.64
C 4.88 -0.91 -1.19
C 3.86 -1.44 -2.24
C 4.53 -2.23 -3.40
O 4.88 -3.54 -3.04
C 3.78 -4.44 -3.03
C 2.61 -0.23 0.13
O 2.77 -1.57 0.65
N 1.51 -1.91 1.17
O 1.08 -2.83 0.59
H 4.19 -1.78 4.84
H 4.67 -1.90 3.15
H 2.91 -1.65 3.64
H 5.09 0.40 4.37
H 3.36 0.49 4.63
H 6.15 -0.68 2.10
H 6.59 0.83 -0.50
H 4.24 2.69 -1.44
H 3.09 1.55 -2.10
H 2.65 3.77 -0.34
H 2.32 2.41 0.73
H 1.01 3.34 -1.90
H 0.97 1.61 -1.55
H -1.05 3.21 -0.83
H -0.04 3.73 0.51
H 0.28 1.15 1.14
H -1.38 1.94 1.52
H -0.53 0.32 -0.95
H -2.18 1.07 -0.68
H -2.44 -0.26 1.40
H -0.91 -1.18 1.00
H -2.80 0.61 -4.54
H 5.05 -1.72 -0.46
H 5.84 -0.77 -1.71
H 3.21 -0.65 -2.65
H 3.18 -2.16 -1.75
H 5.38 -1.67 -3.82
H 3.76 -2.26 -4.21
H 4.19 -5.44 -3.23
H 2.98 -4.17 -3.74
H 3.33 -4.51 -2.02
H 2.05 0.32 0.92
H 1.94 -0.21 -0.75
Cl -4.80 -0.80 1.12
Cl -3.88 -4.25 3.20
C -2.85 -4.92 1.90
C -2.60 -6.40 2.09
Cl -1.56 -6.73 3.50
H -1.92 -4.36 1.88
H -3.38 -4.75 0.97
H -2.08 -6.79 1.21
H -3.53 -6.95 2.22
O -7.51 1.26 -2.67
V -6.51 0.72 -1.46
O -5.43 0.13 -0.17
B 4.81 -4.68 1.00
F 5.80 -5.04 0.07
F 3.56 -4.57 0.35
F 4.71 -5.68 1.99
F 5.16 -3.45 1.61
C 2.27 2.70 8.02
C 3.66 2.43 7.51
O 3.73 1.01 7.57
C 2.48 0.56 7.39
O 2.20 -0.58 7.11
O 1.56 1.54 7.56
F 4.59 2.95 8.34
H 2.22 2.75 9.10
H 1.84 3.61 7.60
H 3.85 2.76 6.49
Mg -0.06 -0.87 7.38
Br -2.63 3.49 1.75
O -5.63 2.97 3.34
H -4.73 3.09 3.02
C -6.95 0.30 -5.97
Cl -5.62 -0.71 -5.40
Cl -6.39 1.44 -7.20
Cl -8.27 -0.70 -6.59
H -7.33 0.87 -5.12
C -9.70 5.45 -6.59
C -8.36 5.36 -5.91
O -7.42 6.03 -6.28
C -8.24 4.41 -4.74
H -9.64 6.16 -7.41
H -9.97 4.47 -7.00
H -10.46 5.78 -5.89
H -8.45 3.39 -5.07
H -8.94 4.70 -3.95
H -7.23 4.45 -4.34
*
```

For the largest force on an atom, the calculation gives 3.69 eV/Å. As for the HOMO energy: -5.34 eV. Its energy is -9966.66869 Eh. For the orbital gap, the calculation gives 0.0698 Ha.

=====

Molecular formula: C35H49ClGe2N6Pd
Method: DFT, ωB97M-V with the def2-TZVPD basis set

ORCA input file:
```
! RIJCOSX wB97M-V def2-TZVPD def2/J DEFGRID3
* xyz 1 2
Pd -1.27 0.11 -0.18
C 1.91 2.04 2.55
N 0.76 2.86 2.20
C 0.68 4.12 2.92
C -0.32 2.32 1.58
N -0.58 1.01 1.58
C -0.46 0.36 2.83
C -0.71 1.09 3.98
C -0.37 0.60 5.25
C 0.23 -0.61 5.37
C 0.37 -1.45 4.24
C 0.89 -2.76 4.41
C 0.93 -3.63 3.36
C 0.37 -3.25 2.13
C -0.17 -2.00 1.92
N -0.88 -1.79 0.72
C -1.74 -2.77 0.39
N -2.60 -3.31 1.29
C -2.92 -4.72 1.29
C -2.95 -2.59 2.50
N -1.78 -3.23 -0.87
C -3.01 -3.67 -1.51
C -0.62 -3.13 -1.74
C -0.07 -1.01 2.96
N -1.13 3.16 0.91
C -2.50 2.79 0.58
C -0.71 4.45 0.39
H 1.87 1.72 3.59
H 2.81 2.64 2.40
H 1.97 1.17 1.91
H 1.00 3.94 3.96
H -0.34 4.48 2.94
H 1.33 4.88 2.49
H -1.13 2.08 3.89
H -0.55 1.22 6.12
H 0.56 -0.98 6.33
H 1.25 -3.05 5.39
H 1.34 -4.62 3.48
H 0.34 -3.97 1.31
H -2.37 -5.24 0.51
H -3.99 -4.89 1.15
H -2.62 -5.15 2.26
H -2.87 -1.52 2.34
H -2.31 -2.87 3.34
H -3.98 -2.84 2.75
H -3.87 -3.44 -0.88
H -2.99 -4.75 -1.71
H -3.13 -3.13 -2.45
H 0.28 -3.01 -1.14
H -0.72 -2.28 -2.41
H -0.55 -4.04 -2.33
H -2.86 2.02 1.26
H -2.58 2.42 -0.45
H -3.14 3.67 0.68
H 0.37 4.49 0.32
H -1.08 5.28 0.99
H -1.11 4.55 -0.62
Cl -2.57 -0.24 -2.05
C -1.52 1.67 -4.85
Ge -0.12 0.39 -4.37
C -0.60 -1.40 -4.97
C 1.56 0.95 -5.22
Ge 0.45 0.50 -1.98
C 1.79 -0.79 -1.41
C 2.44 -1.55 -2.38
C 3.42 -2.48 -2.02
C 3.75 -2.65 -0.68
C 3.10 -1.91 0.29
C 2.13 -0.98 -0.07
C 1.11 2.30 -1.63
C 2.23 2.53 -0.84
C 2.84 3.78 -0.81
C 2.34 4.81 -1.60
C 1.22 4.60 -2.40
C 0.61 3.35 -2.41
H -2.05 1.28 -5.72
H -1.08 2.63 -5.12
H -2.24 1.80 -4.05
H -0.67 -1.39 -6.05
H -1.57 -1.70 -4.56
H 0.15 -2.15 -4.68
H 1.41 1.04 -6.29
H 2.37 0.24 -5.05
H 1.88 1.92 -4.83
H 2.19 -1.44 -3.43
H 3.92 -3.06 -2.78
H 4.50 -3.38 -0.40
H 3.34 -2.05 1.34
H 1.61 -0.43 0.70
H 2.66 1.72 -0.27
H 3.72 3.94 -0.21
H 2.83 5.78 -1.60
H 0.83 5.40 -3.02
H -0.26 3.20 -3.04
*
```

For the largest force on an atom, the calculation gives 0.10 eV/Å. For the energy above the lowest of the compared OMol25 structures with the same formula, charge and spin, the calculation gives 0.00 kJ/mol. As for the HOMO energy (spin up / spin down): -9.79 / -9.74 eV. Its energy is -6433.38486 Eh. For the orbital gap (spin up / spin down), the calculation gives 0.2392 / 0.2257 Ha.

=====

Molecular formula: C46H30F9HfIN2OPSe2
Method: DFT, ωB97M-V with the def2-TZVPD basis set

ORCA input file:
```
! RIJCOSX wB97M-V def2-TZVPD def2/J DEFGRID3
* xyz 1 1
Hf 13.67 10.38 9.80
I 12.97 12.19 12.90
C 10.92 11.97 12.27
C 10.00 12.67 13.03
C 8.64 12.73 12.69
C 8.25 12.11 11.55
C 9.16 11.43 10.71
C 8.69 11.01 9.43
C 9.55 10.39 8.58
C 10.90 10.24 8.94
C 11.43 10.67 10.14
C 10.56 11.31 11.05
H 10.35 13.12 13.94
H 7.94 13.19 13.41
H 7.19 12.16 11.26
H 7.65 11.18 9.16
H 9.20 10.01 7.63
H 11.56 9.84 8.20
Se 13.66 11.37 7.02
Se 16.09 12.31 7.86
C 16.69 10.64 8.54
C 17.86 10.21 7.96
C 18.37 8.96 8.31
C 17.72 8.24 9.33
C 16.57 8.74 9.88
N 15.99 9.94 9.44
C 12.81 12.66 8.08
C 11.86 13.44 7.42
C 11.22 14.42 8.14
C 11.64 14.65 9.45
C 12.61 13.82 10.02
N 13.16 12.74 9.39
H 18.35 10.87 7.25
H 19.23 8.56 7.75
H 18.06 7.26 9.59
H 16.06 8.26 10.69
H 11.65 13.23 6.39
H 10.47 15.05 7.67
H 11.32 15.52 10.04
H 12.99 14.05 11.02
C 20.59 10.16 12.91
C 20.23 11.48 12.62
C 18.91 11.77 12.31
C 17.94 10.76 12.31
C 18.33 9.43 12.51
C 19.64 9.13 12.75
P 16.17 11.14 12.08
C 16.06 12.87 12.67
C 16.19 13.27 14.00
C 16.17 14.62 14.32
C 16.01 15.60 13.33
C 15.91 15.20 12.01
C 15.99 13.84 11.66
C 15.45 9.96 13.27
C 15.99 9.89 14.54
C 15.49 9.03 15.53
C 14.42 8.23 15.27
C 13.81 8.29 14.00
C 12.69 7.46 13.76
C 12.06 7.48 12.54
C 12.60 8.28 11.52
C 13.70 9.14 11.68
C 14.35 9.12 12.94
H 21.58 9.90 13.26
H 20.98 12.28 12.69
H 18.62 12.82 12.06
H 17.57 8.65 12.49
H 19.93 8.07 12.85
H 16.25 12.53 14.81
H 16.23 14.94 15.37
H 16.01 16.65 13.59
H 15.75 15.93 11.23
H 15.95 13.56 10.61
H 16.83 10.53 14.82
H 16.02 8.99 16.48
H 14.02 7.57 16.06
H 12.35 6.78 14.55
H 11.18 6.91 12.32
H 12.17 8.14 10.52
F 14.56 7.01 5.93
C 14.26 8.15 6.54
F 13.52 8.85 5.69
F 15.41 8.84 6.74
C 13.49 7.79 7.83
O 13.48 8.82 8.70
C 12.05 7.47 7.40
F 11.97 6.55 6.44
F 11.27 7.05 8.42
F 11.45 8.56 6.86
C 14.19 6.60 8.53
F 13.63 5.43 8.17
F 15.48 6.54 8.20
F 14.13 6.63 9.88
*
```

For the largest force on an atom, the calculation gives 2.88 eV/Å. For the energy above the lowest of the compared OMol25 structures with the same formula, charge and spin, the calculation gives 82.01 kJ/mol. As for the HOMO energy: -9.98 eV. Its energy is -8344.24047 Eh. For the orbital gap, the calculation gives 0.1779 Ha.